Entry 1:
{"formula": "C10H24BBr6ClOP", "method": "ωB97M-V with the def2-TZVPD basis set", "species": ["C", "C", "Cl", "C", "B", "P", "C", "O", "H", "H", "H", "H", "H", "H", "H", "H", "H", "H", "H", "H", "Br", "C", "C", "Br", "H", "H", "H", "H", "Br", "C", "C", "Br", "H", "H", "H", "H", "Br", "C", "C", "Br", "H", "H", "H", "H"], "coordinates": [[0.930, -1.400, 1.712], [0.565, -1.680, 0.243], [1.851, -2.888, -0.360], [0.626, -0.446, -0.703], [0.029, 0.962, -0.083], [1.363, 2.186, 0.601], [3.004, 1.966, -0.308], [1.735, 1.713, 2.213], [0.248, -0.710, 2.216], [0.880, -2.366, 2.261], [1.983, -1.087, 1.783], [-0.386, -2.220, 0.130], [1.660, -0.369, -1.087], [-0.008, -0.701, -1.584], [-0.696, 1.557, -0.832], [-0.662, 0.654, 0.867], [2.868, 1.842, -1.403], [3.656, 2.835, -0.110], [3.568, 1.084, 0.073], [0.977, 1.823, 2.774], [-4.371, 3.665, -2.689], [-4.389, 1.805, -2.108], [-4.705, 1.688, -0.640], [-3.162, 2.154, 0.449], [-3.422, 1.383, -2.368], [-5.165, 1.328, -2.706], [-4.936, 0.656, -0.381], [-5.525, 2.329, -0.329], [2.229, -0.402, -6.734], [3.358, 0.457, -5.396], [2.780, 0.324, -4.012], [1.294, 1.548, -3.734], [3.482, 1.491, -5.706], [4.316, -0.056, -5.462], [3.520, 0.600, -3.262], [2.409, -0.675, -3.797], [-2.303, -3.691, 3.267], [-1.122, -3.231, 4.745], [-1.734, -2.177, 5.631], [-1.626, -0.416, 4.810], [-0.176, -2.922, 4.308], [-0.980, -4.158, 5.297], [-1.180, -2.093, 6.564], [-2.782, -2.361, 5.851]], "e_homo_ev": -3.003, "total_charge": -1, "orbital_gap_ev": 5.29, "spin_multiplicity": 1}



Entry 2:
{"formula": "C10H24Cl2O4P", "method": "ωB97M-V with the def2-TZVPD basis set", "species": ["C", "C", "C", "O", "C", "C", "C", "C", "O", "C", "O", "P", "O", "H", "H", "H", "H", "H", "H", "H", "H", "H", "H", "H", "H", "H", "H", "H", "H", "H", "H", "H", "H", "Cl", "C", "C", "Cl", "H", "H", "H", "H"], "coordinates": [[0.355, -0.420, 3.142], [0.695, -0.696, 1.669], [-0.453, -0.272, 0.721], [-0.494, -0.988, -0.488], [0.386, -0.498, -1.529], [1.675, -1.353, -1.392], [2.681, -1.456, -2.550], [3.094, -0.142, -3.206], [2.290, -2.382, -3.568], [-0.427, -0.830, -2.836], [-0.491, 0.235, -3.750], [-0.105, 1.752, -2.910], [0.569, 0.848, -1.536], [1.226, -0.569, 3.784], [-0.411, -1.106, 3.513], [-0.041, 0.586, 3.281], [1.656, -0.281, 1.373], [0.750, -1.784, 1.566], [-0.480, 0.813, 0.595], [-1.370, -0.541, 1.257], [1.408, -2.364, -1.074], [2.247, -0.929, -0.557], [3.596, -1.879, -2.106], [2.613, -0.002, -4.169], [4.174, -0.189, -3.397], [2.935, 0.710, -2.553], [1.749, -3.063, -3.156], [-0.248, -1.816, -3.272], [-1.455, -0.928, -2.442], [-0.701, 2.520, -3.997], [1.138, 1.752, -3.640], [0.332, 3.012, -2.321], [-1.385, 1.774, -2.239], [-1.835, 0.728, 5.949], [-3.345, 1.533, 5.449], [-3.778, 1.108, 4.068], [-2.668, 1.707, 2.816], [-3.184, 2.606, 5.500], [-4.109, 1.260, 6.176], [-4.763, 1.518, 3.848], [-3.827, 0.025, 3.983]], "e_homo_ev": -3.794, "total_charge": -1, "orbital_gap_ev": 6.11, "spin_multiplicity": 1}



Entry 3:
{"formula": "C10H24ClF6NO12S2Zr", "method": "ωB97M-V with the def2-TZVPD basis set", "species": ["Zr", "Cl", "O", "O", "O", "O", "C", "F", "F", "F", "S", "O", "O", "N", "S", "O", "O", "C", "F", "F", "F", "C", "C", "O", "H", "H", "H", "H", "H", "H", "C", "C", "O", "H", "H", "H", "H", "H", "H", "C", "C", "O", "H", "H", "H", "H", "H", "H", "C", "C", "O", "H", "H", "H", "H", "H", "H"], "coordinates": [[0.014, 0.056, -0.175], [-1.502, -3.658, 0.219], [-1.120, -4.248, 1.452], [-1.070, -2.273, 0.096], [-0.874, -4.284, -0.896], [-2.925, -3.586, 0.087], [4.030, 1.229, 1.282], [3.414, 2.402, 1.304], [5.270, 1.349, 0.848], [3.964, 0.667, 2.521], [3.124, 0.101, -0.018], [2.097, 0.961, -0.652], [4.068, -0.607, -0.854], [1.741, -0.783, 0.631], [2.576, -2.067, 1.311], [2.231, -3.180, 0.496], [3.999, -1.949, 1.551], [1.691, -2.264, 3.018], [0.409, -1.841, 2.833], [1.717, -3.542, 3.460], [2.279, -1.464, 3.915], [-3.374, 1.631, -2.665], [-2.752, 1.642, -1.268], [-2.050, 0.429, -1.105], [-3.720, 2.609, -3.001], [-4.160, 0.887, -2.789], [-2.641, 1.242, -3.371], [-3.522, 1.624, -0.496], [-2.121, 2.526, -1.170], [-2.803, -0.146, -1.260], [2.189, -1.175, -3.626], [1.469, -1.896, -2.521], [0.447, -1.024, -2.048], [1.628, -1.006, -4.545], [3.123, -1.615, -3.974], [2.503, -0.205, -3.240], [2.243, -2.083, -1.776], [1.104, -2.881, -2.811], [-0.303, -1.240, -2.607], [-0.277, 4.564, -0.392], [0.573, 3.447, 0.076], [-0.261, 2.310, 0.332], [0.345, 5.358, -0.804], [-0.866, 4.982, 0.424], [-0.927, 4.358, -1.242], [1.047, 3.643, 1.037], [1.380, 3.233, -0.626], [-1.037, 2.729, 0.711], [-2.901, -1.138, 3.020], [-2.557, -0.118, 1.920], [-1.162, 0.042, 1.684], [-2.352, -2.057, 2.815], [-3.958, -1.390, 3.105], [-2.566, -0.932, 4.037], [-2.995, 0.846, 2.177], [-3.021, -0.474, 1.000], [-0.854, 0.261, 2.567]], "e_homo_ev": [-20.375, -20.374], "total_charge": 3, "orbital_gap_ev": [8.34, 5.48], "e_above_lowest_kcal_mol": 0.00, "spin_multiplicity": 2}



Entry 4:
{"formula": "C10H24CrN4O7", "method": "ωB97M-V with the def2-TZVPD basis set", "species": ["O", "H", "Cr", "N", "N", "N", "N", "O", "O", "O", "O", "C", "C", "C", "C", "C", "H", "H", "H", "C", "H", "H", "H", "C", "C", "H", "H", "H", "H", "H", "H", "H", "H", "C", "H", "H", "H", "O", "H", "H", "C", "O", "H", "H", "H", "H"], "coordinates": [[-1.038, -1.025, -3.581], [-0.738, -1.085, -4.521], [0.295, 0.369, -0.256], [1.796, -0.838, -0.477], [-0.651, -1.389, 0.078], [1.178, 1.990, 0.256], [-1.241, 1.280, 0.651], [3.026, -0.457, -0.465], [2.531, 2.175, 0.203], [-2.445, 0.731, 0.959], [-1.824, -1.618, 0.624], [0.115, -2.458, -0.258], [1.456, -2.143, -0.640], [0.413, 2.928, 0.828], [-0.931, 2.487, 1.161], [2.425, -3.113, -1.180], [2.332, -3.166, -2.265], [2.222, -4.103, -0.789], [3.442, -2.823, -0.941], [-0.491, -3.813, -0.110], [-1.488, -3.869, -0.574], [-0.613, -4.051, 0.959], [0.150, -4.570, -0.570], [0.962, 4.263, 1.110], [-1.897, 3.217, 2.050], [1.591, 4.594, 0.296], [1.543, 4.272, 2.021], [0.169, 4.985, 1.226], [-2.657, 2.534, 2.456], [-2.434, 4.027, 1.533], [-1.348, 3.669, 2.889], [2.884, 1.306, -0.116], [-2.256, -0.333, 0.819], [-2.830, -0.780, -3.341], [-3.498, -1.644, -3.506], [-2.963, -0.039, -4.135], [-2.832, -0.493, -2.263], [0.014, 0.669, -2.079], [-0.455, -0.240, -3.065], [0.263, 1.573, -2.369], [0.671, -0.519, 3.120], [1.496, -0.082, 2.068], [-0.047, 0.290, 3.296], [1.248, -0.710, 4.029], [0.117, -1.419, 2.839], [2.341, -0.581, 2.030]], "e_homo_ev": [-10.097, -10.265], "total_charge": 1, "orbital_gap_ev": [6.11, 6.15], "e_above_lowest_kcal_mol": 47.18, "spin_multiplicity": 4}



In order of appearance, max |F| = 1.652; 2.202; 4.958; 3.781 eV Å⁻¹.
In order of appearance, electronic energy = -16741.18780; -1958.07433; -3254.39469; -2185.14908 a.u..